(1)
Below is C26H18F16N8O4S3Sc as an isolated structure in a non-equilibrium geometry, with properties calculated with wB97M-V/def2-TZVPD.

Atoms and positions in Å:
Sc (0.231, 0.044, -0.761)
C (0.041, 2.644, 2.255)
N (-0.595, 1.444, 1.711)
C (-0.701, 0.519, 2.840)
C (-1.132, -0.915, 2.544)
N (-0.384, -1.459, 1.441)
C (-0.380, -2.731, 1.232)
C (0.576, -3.222, 0.192)
F (2.833, -2.893, -0.580)
C (0.547, -4.675, -0.065)
F (1.371, -5.152, -0.997)
C (-0.243, -5.540, 0.609)
F (-0.237, -6.867, 0.367)
C (-1.149, -5.044, 1.585)
F (-1.969, -5.911, 2.198)
C (-1.209, -3.718, 1.875)
F (-2.166, -3.329, 2.752)
C (-1.882, 1.864, 1.152)
C (-2.741, 0.810, 0.457)
N (-2.049, 0.098, -0.609)
C (-2.839, -0.631, -1.402)
C (-4.194, -1.031, -1.180)
F (-4.866, -0.702, -0.040)
C (-4.921, -1.781, -2.086)
F (-6.198, -2.092, -1.789)
C (-4.375, -2.208, -3.289)
F (-5.104, -2.939, -4.161)
C (-3.062, -1.831, -3.572)
F (-2.524, -2.171, -4.751)
C (-2.351, -1.076, -2.667)
F (-1.089, -0.659, -3.037)
H (-0.509, 3.018, 3.136)
H (1.063, 2.412, 2.551)
H (0.062, 3.432, 1.509)
H (0.301, 0.449, 3.267)
H (-1.380, 0.933, 3.611)
H (-0.937, -1.495, 3.458)
H (-2.204, -0.975, 2.340)
H (-2.505, 2.324, 1.944)
H (-1.660, 2.633, 0.408)
H (-3.152, 0.124, 1.204)
H (-3.593, 1.365, 0.031)
N (2.525, -3.804, 1.547)
C (2.069, -2.813, 0.622)
S (0.111, -2.447, -1.410)
N (2.309, -1.579, 1.198)
N (2.049, -0.462, 0.563)
C (2.826, 0.544, 0.879)
C (2.605, 1.855, 0.368)
C (3.592, 2.850, 0.502)
C (3.351, 4.117, 0.026)
C (2.106, 4.387, -0.535)
C (1.184, 3.358, -0.622)
N (1.412, 2.116, -0.210)
H (2.751, -4.663, 1.060)
H (3.358, -3.459, 2.012)
H (3.692, 0.367, 1.518)
H (4.542, 2.588, 0.941)
H (4.112, 4.884, 0.083)
H (1.862, 5.362, -0.923)
H (0.202, 3.554, -1.034)
F (-1.770, 1.231, -5.152)
C (-1.237, 2.356, -4.700)
F (-2.212, 3.048, -4.097)
F (-0.831, 3.074, -5.746)
S (0.205, 2.080, -3.513)
O (-0.375, 1.645, -2.266)
O (0.854, 3.352, -3.474)
N (0.982, 0.984, -4.325)
S (2.133, 0.263, -3.547)
O (2.677, -0.849, -4.230)
O (1.860, 0.167, -2.130)
C (3.520, 1.568, -3.630)
F (3.462, 2.411, -2.593)
F (4.745, 1.033, -3.631)
F (3.414, 2.292, -4.744)

Properties
- E_HOMO (eV) = -4.75
- gap between HOMO and LUMO (eV) = 6.73
- total charge = -1
- F_max (eV/A) = 2.0
- multiplicity = 1

***

(2)
Below is a 2-piece molecular cluster, C4H9NO overall in a non-equilibrium geometry, with properties calculated with wB97M-V/def2-TZVPD.

Atoms and positions in Å:
C (-1.674, 0.930, 0.153)
C (-0.924, -0.074, -0.685)
C (0.665, -1.449, 0.134)
N (1.369, -0.421, 0.709)
C (1.740, 0.578, -0.053)
O (1.546, 0.481, -1.257)
H (-2.728, 1.098, -0.146)
H (-1.731, 0.616, 1.184)
H (-1.207, 1.904, 0.125)
H (-0.865, 0.289, -1.713)
H (-1.439, -0.980, -0.694)
H (0.871, -1.813, -0.866)
H (0.753, -2.280, 0.845)
H (1.466, -0.244, 1.681)
H (2.158, 1.365, 0.583)

Properties
- E_HOMO (alpha / beta) (eV) = -7.91 / -7.91
- gap between HOMO and LUMO (alpha / beta) (eV) = 8.50 / 8.50
- F_max (eV/A) = 1.9
- multiplicity = 1

***

(3)
Below is a 3-piece molecular cluster, C27H50F2N7O6 overall in a non-equilibrium geometry, with properties calculated with wB97M-V/def2-TZVPD.

Atoms and positions in Å:
C (3.590, 0.639, -0.245)
C (2.703, 1.223, -1.399)
O (2.902, 0.969, -2.541)
N (1.577, 2.190, -1.061)
C (2.311, 3.441, -0.773)
C (2.336, 4.518, -1.933)
O (2.900, 3.672, 0.246)
C (0.709, 1.727, -0.071)
N (0.228, 0.433, 0.158)
C (0.522, -0.810, -0.578)
N (0.397, -0.627, -2.054)
C (-0.673, 0.304, 1.224)
C (-1.424, -0.890, 1.845)
C (-0.478, -2.061, 2.263)
O (0.494, -1.918, 2.912)
F (-0.806, -3.348, 1.855)
C (-0.808, 1.661, 1.707)
C (-1.749, 2.046, 2.868)
O (-1.464, 1.616, 3.959)
N (-2.951, 2.892, 2.760)
C (-2.844, 3.949, 3.749)
O (-3.778, 4.431, 4.278)
F (-1.601, 4.458, 4.103)
N (0.035, 2.453, 0.877)
C (-0.013, 3.891, 1.191)
C (-1.379, 4.488, 0.605)
C (-1.151, 5.274, -0.750)
O (-0.335, 6.437, -0.551)
H (4.674, 0.910, -0.399)
H (3.504, -0.468, -0.117)
H (3.288, 1.160, 0.707)
H (1.837, 5.473, -1.632)
H (3.414, 4.638, -2.222)
H (1.824, 4.068, -2.834)
H (-0.120, -1.685, -0.310)
H (1.588, -1.118, -0.371)
H (-0.291, 0.100, -2.253)
H (0.176, -1.511, -2.510)
H (-1.959, -0.533, 2.767)
H (-2.231, -1.232, 1.134)
H (-3.731, 2.326, 3.132)
H (0.803, 4.539, 0.805)
H (-0.061, 4.078, 2.303)
H (-2.117, 3.670, 0.349)
H (-1.885, 5.179, 1.325)
H (-2.171, 5.636, -1.083)
H (-0.771, 4.600, -1.577)
H (-0.596, 7.084, -1.229)
C (-7.337, -3.814, 5.274)
C (-5.835, -4.046, 5.396)
N (-5.027, -3.209, 4.520)
C (-3.622, -3.600, 4.494)
C (-2.818, -3.456, 5.789)
C (-5.265, -1.774, 4.610)
C (-5.046, -1.102, 5.969)
H (-7.682, -3.996, 4.254)
H (-7.868, -4.500, 5.936)
H (-7.622, -2.802, 5.566)
H (-5.652, -5.095, 5.143)
H (-5.552, -3.926, 6.451)
H (-3.109, -3.046, 3.698)
H (-3.573, -4.649, 4.182)
H (-2.543, -2.419, 5.980)
H (-1.884, -4.017, 5.705)
H (-3.353, -3.842, 6.658)
H (-6.293, -1.577, 4.294)
H (-4.652, -1.260, 3.860)
H (-5.433, -1.697, 6.798)
H (-5.565, -0.139, 5.991)
H (-3.992, -0.895, 6.152)
C (2.540, -0.656, -5.658)
C (3.923, -1.152, -5.252)
N (4.401, -2.294, -6.016)
C (5.618, -2.880, -5.463)
C (6.889, -2.025, -5.469)
C (4.393, -2.140, -7.466)
C (5.222, -0.999, -8.062)
H (1.790, -1.444, -5.549)
H (2.247, 0.178, -5.016)
H (2.518, -0.291, -6.686)
H (3.860, -1.438, -4.197)
H (4.622, -0.305, -5.305)
H (5.827, -3.823, -5.976)
H (5.409, -3.166, -4.426)
H (7.341, -1.983, -6.459)
H (7.633, -2.471, -4.804)
H (6.710, -1.007, -5.121)
H (3.357, -2.017, -7.793)
H (4.707, -3.081, -7.928)
H (5.135, -0.074, -7.488)
H (4.877, -0.785, -9.077)
H (6.276, -1.262, -8.137)

Properties
- E_HOMO (eV) = -9.68
- gap between HOMO and LUMO (eV) = 5.91
- total charge = +1
- F_max (eV/A) = 5.0
- multiplicity = 1

***

(4)
Below is an isolated ion of composition C7H12NO and charge +1 in a non-equilibrium geometry, with properties calculated with wB97M-V/def2-TZVPD.

Atoms and positions in Å:
C (-3.171, -0.090, -0.777)
C (2.120, -0.033, -0.093)
C (1.392, -1.229, 0.576)
C (1.370, 1.299, 0.232)
C (-0.099, -1.318, 0.159)
C (-0.096, 1.250, -0.205)
C (-0.685, -0.023, 0.015)
N (-2.164, -0.127, 0.073)
O (-2.090, -0.077, 1.386)
H (-4.216, -0.109, -0.447)
H (-2.993, 0.043, -1.865)
H (3.142, 0.134, 0.533)
H (2.241, -0.102, -1.107)
H (1.867, -2.164, 0.164)
H (1.485, -1.264, 1.626)
H (1.449, 1.494, 1.323)
H (1.817, 2.173, -0.164)
H (-0.193, -1.705, -0.988)
H (-0.569, -1.931, 0.844)
H (-0.460, 2.258, 0.038)
H (-0.147, 1.521, -1.321)

Properties
- E_HOMO (eV) = -14.76
- gap between HOMO and LUMO (eV) = 9.34
- total charge = +1
- F_max (eV/A) = 6.1
- multiplicity = 1

***

(5)
Below is an isolated ion of composition C5H11N2 and charge +1 in a non-equilibrium geometry, with properties calculated with wB97M-V/def2-TZVPD.

Atoms and positions in Å:
C (-0.580, 2.937, 1.164)
N (-0.681, 1.695, 1.090)
C (-0.987, 0.456, 0.992)
C (-1.304, -0.423, -0.252)
N (0.005, -0.694, -0.380)
C (0.552, -2.087, -0.026)
C (0.875, 0.194, -1.115)
H (-1.246, 3.638, 1.577)
H (0.289, 3.548, 0.620)
H (-0.478, -0.121, 1.729)
H (-1.902, -1.205, 0.179)
H (-1.816, 0.095, -0.936)
H (-0.191, -2.995, -0.217)
H (1.544, -2.259, -0.473)
H (0.833, -1.963, 1.086)
H (0.395, 1.108, -1.348)
H (1.748, 0.311, -0.618)
H (1.102, -0.244, -2.000)

Properties
- E_HOMO (eV) = -12.95
- gap between HOMO and LUMO (eV) = 8.94
- total charge = +1
- SMILES = C=[N+]=CCN(C)C
- F_max (eV/A) = 4.5
- multiplicity = 1

***

(6)
Below is C28H27ClN2O5PdSeTe as an isolated structure in a non-equilibrium geometry, with properties calculated with wB97M-V/def2-TZVPD.

Atoms and positions in Å:
Pd (0.059, -1.661, 1.726)
O (-2.623, -4.556, 1.276)
Cl (-1.579, -3.797, 1.877)
O (-1.976, -2.299, 1.916)
O (0.238, -0.564, 4.864)
O (-0.385, -3.667, 0.919)
C (-4.558, 0.255, -5.184)
C (-3.643, 0.202, -3.994)
C (-3.029, -0.982, -3.611)
C (-2.176, -1.053, -2.516)
C (-1.560, -2.385, -2.175)
C (-1.942, 0.130, -1.810)
Te (-0.521, 0.095, -0.257)
N (0.567, 0.315, 2.367)
C (-0.505, 1.034, 2.657)
O (-1.215, 1.491, 1.700)
C (-0.884, 1.358, 4.042)
C (-0.512, 0.546, 5.115)
C (-0.924, 0.874, 6.400)
C (-1.688, 2.007, 6.615)
C (-2.062, 2.825, 5.553)
C (-1.666, 2.492, 4.275)
C (1.263, -0.070, -1.357)
C (1.824, -1.340, -1.432)
C (2.977, -1.527, -2.179)
C (3.551, -0.445, -2.826)
C (2.975, 0.816, -2.741)
C (1.813, 1.036, -2.007)
C (1.197, 2.406, -1.953)
C (-2.564, 1.342, -2.136)
C (-2.415, 2.623, -1.355)
C (-3.405, 1.347, -3.239)
H (-4.672, -0.725, -5.643)
H (-4.167, 0.941, -5.937)
H (-5.545, 0.617, -4.896)
H (-3.223, -1.889, -4.173)
H (-2.316, -3.168, -2.227)
H (-1.139, -2.433, -1.172)
H (-0.772, -2.640, -2.887)
H (0.339, -1.063, 5.682)
H (-0.640, 0.239, 7.232)
H (-1.997, 2.253, 7.622)
H (-2.659, 3.709, 5.726)
H (-1.953, 3.102, 3.430)
H (1.373, -2.178, -0.912)
H (3.424, -2.510, -2.247)
H (4.458, -0.579, -3.400)
H (3.440, 1.651, -3.251)
H (1.916, 3.167, -2.250)
H (0.847, 2.657, -0.949)
H (0.344, 2.472, -2.633)
H (-1.713, 2.560, -0.526)
H (-3.378, 2.908, -0.930)
H (-2.093, 3.436, -2.007)
H (-3.898, 2.274, -3.511)
Se (2.400, -2.528, 2.558)
C (3.699, -1.700, 1.469)
C (3.633, -0.347, 1.151)
C (4.652, 0.177, 0.372)
N (5.664, -0.542, -0.113)
C (5.706, -1.835, 0.202)
C (4.767, -2.463, 1.007)
H (2.824, 0.271, 1.509)
H (4.651, 1.231, 0.115)
H (6.540, -2.400, -0.198)
H (4.861, -3.512, 1.255)

Properties
- E_HOMO (alpha / beta) (eV) = -11.31 / -11.59
- gap between HOMO and LUMO (alpha / beta) (eV) = 9.08 / 5.98
- total charge = +1
- F_max (eV/A) = 1.0
- multiplicity = 6